--- one ---
{
  "formula": "C5H7ClO2",
  "method": "ωB97M-V with the def2-TZVPD basis set",
  "symbols": ["C", "C", "C", "C", "C", "H", "H", "H", "H", "H", "H", "H", "O", "O", "Cl"],
  "xyz": [[-1.78, 0.88, 0.45], [-0.32, 0.83, 0.36], [0.38, -0.16, -0.31], [-0.06, -1.44, -1.07], [1.84, 0.08, -0.28], [-2.25, 0.08, -0.35], [-2.32, 2.02, 0.59], [-2.22, 0.33, 1.50], [-1.03, -0.90, -1.97], [1.28, -1.95, -1.64], [-0.65, -2.33, 0.01], [1.87, 0.09, 1.80], [2.37, 0.18, 1.01], [2.56, 0.12, -1.28], [0.33, 2.16, 1.17]],
  "spin_multiplicity": 1
}

--- two ---
{
  "formula": "C5H7ClO2",
  "method": "ωB97M-V with the def2-TZVPD basis set",
  "symbols": ["C", "C", "C", "C", "C", "O", "O", "Cl", "H", "H", "H", "H", "H", "H", "H"],
  "xyz": [[-3.85, 0.73, -0.35], [-4.37, -0.42, 0.23], [-1.48, 0.52, 0.33], [1.38, -0.46, -0.59], [0.87, 0.47, 0.60], [-2.48, 1.16, -0.13], [-0.30, 1.14, 0.34], [-5.92, -0.81, -0.27], [-4.20, 1.40, -1.17], [-1.52, -0.38, 0.98], [1.82, -1.47, -0.30], [0.52, -0.54, -1.28], [2.23, -0.02, -1.20], [1.66, 1.12, 0.93], [0.64, -0.36, 1.33]],
  "spin_multiplicity": 1
}

Computed relative energies in units of hartree: one 0.0298; two 0.0000

--- one ---
{
  "formula": "C2H6NO2P",
  "method": "ωB97M-V with the def2-TZVPD basis set",
  "symbols": ["C", "C", "N", "O", "O", "P", "H", "H", "H", "H", "H", "H"],
  "xyz": [[-0.94, -0.63, 1.21], [0.15, 0.57, -0.16], [1.38, 0.25, 0.23], [1.82, -0.70, -0.34], [1.88, 0.86, 1.16], [-0.36, -0.34, -1.75], [-1.98, -0.59, 0.97], [-0.39, -1.51, 0.93], [-0.65, -0.12, 2.11], [-0.31, 1.43, 0.34], [-1.29, 0.70, -2.01], [0.69, 0.07, -2.69]],
  "spin_multiplicity": 1
}

--- two ---
{
  "formula": "C2H6NO2P",
  "method": "ωB97M-V with the def2-TZVPD basis set",
  "symbols": ["C", "C", "N", "O", "O", "P", "H", "H", "H", "H", "H", "H"],
  "xyz": [[-0.90, -1.24, -0.68], [-0.73, 1.21, 0.70], [3.01, 0.06, 1.44], [3.73, -0.56, 0.74], [0.64, 0.85, -1.67], [0.24, 0.13, -0.41], [-1.79, -0.95, -0.18], [-1.05, -1.31, -1.78], [-0.40, -2.24, -0.45], [-1.51, 1.49, 0.00], [-1.16, 0.51, 1.39], [-0.09, 2.05, 0.91]],
  "spin_multiplicity": 1
}

Computed relative energies in units of hartree: one 0.0961; two 0.0000

--- one ---
{
  "formula": "C3H10S2",
  "method": "ωB97M-V with the def2-TZVPD basis set",
  "symbols": ["C", "S", "H", "H", "H", "H", "C", "S", "C", "H", "H", "H", "H", "H", "H"],
  "xyz": [[2.19, -2.85, -0.78], [0.50, -2.28, -0.91], [2.44, -3.33, 0.16], [2.48, -3.56, -1.55], [2.90, -2.03, -0.82], [0.73, -1.23, -1.69], [-0.89, 2.49, -0.54], [-2.36, 1.71, 0.24], [-1.66, 0.95, 1.75], [0.02, 1.96, -0.23], [-0.75, 3.49, -0.15], [-1.00, 2.40, -1.60], [-0.60, 1.20, 1.82], [-2.28, 1.21, 2.59], [-1.71, -0.14, 1.70]],
  "spin_multiplicity": 1,
  "smiles": "CSC.CS"
}

--- two ---
{
  "formula": "C3H10S2",
  "method": "ωB97M-V with the def2-TZVPD basis set",
  "symbols": ["C", "C", "S", "H", "H", "H", "H", "H", "H", "C", "S", "H", "H", "H", "H"],
  "xyz": [[0.62, -0.58, -1.51], [-0.39, 1.98, -1.70], [1.10, 1.09, -1.93], [0.80, -0.74, -0.44], [1.38, -1.23, -1.95], [-0.49, 2.38, -0.68], [-0.45, 2.80, -2.42], [-1.34, 1.47, -1.91], [-0.38, -0.96, -1.67], [0.20, -1.40, 2.53], [-0.71, 0.24, 2.44], [-1.50, -0.06, 1.40], [1.13, -1.27, 1.99], [-0.38, -2.26, 2.26], [0.42, -1.46, 3.60]],
  "spin_multiplicity": 1,
  "smiles": "CSC.CS"
}

Computed relative energies in units of hartree: one 0.0000; two 0.0033

--- one ---
{
  "formula": "C16H48N2O8",
  "method": "ωB97M-V with the def2-TZVPD basis set",
  "symbols": ["C", "O", "H", "H", "H", "H", "C", "O", "H", "H", "H", "H", "C", "O", "H", "H", "H", "H", "C", "O", "N", "N", "H", "H", "H", "H", "C", "C", "C", "O", "H", "H", "H", "H", "H", "H", "H", "H", "C", "C", "C", "O", "H", "H", "H", "H", "H", "H", "H", "H", "C", "C", "C", "O", "H", "H", "H", "H", "H", "H", "H", "H", "C", "C", "C", "O", "H", "H", "H", "H", "H", "H", "H", "H"],
  "xyz": [[0.77, 0.81, -3.73], [2.08, 1.38, -3.57], [0.77, -0.16, -4.30], [-0.04, 1.52, -3.99], [0.50, 0.61, -2.69], [2.47, 1.57, -4.42], [-3.59, -1.31, 2.28], [-3.73, -2.62, 1.70], [-4.12, -0.62, 1.74], [-2.62, -0.90, 2.37], [-3.98, -1.29, 3.30], [-3.00, -2.92, 1.16], [0.11, 4.32, 2.53], [1.13, 3.40, 2.94], [-0.09, 5.06, 3.30], [-0.75, 3.71, 2.46], [0.26, 4.69, 1.55], [0.63, 2.60, 3.25], [-1.18, 1.33, 3.33], [-2.37, 1.80, 2.86], [-0.78, 1.61, 4.56], [-0.34, 0.57, 2.68], [-1.46, 2.20, 5.08], [0.09, 1.23, 4.97], [-0.59, 0.27, 1.74], [0.58, 0.30, 3.04], [-3.21, -4.17, -1.13], [-1.84, -3.74, -1.47], [-1.76, -3.32, -2.96], [-1.30, -2.91, -0.70], [-3.87, -3.24, -1.19], [-3.16, -4.52, -0.05], [-3.65, -4.88, -1.86], [-1.17, -4.69, -1.41], [-2.21, -2.34, -3.09], [-2.28, -4.07, -3.58], [-0.77, -3.19, -3.23], [-1.05, -3.41, 0.07], [2.04, -1.64, 0.73], [2.19, -2.59, -0.42], [1.75, -2.02, -1.68], [3.32, -3.07, -0.52], [2.52, -1.98, 1.60], [1.00, -1.29, 0.91], [2.79, -0.82, 0.58], [1.47, -3.38, -0.16], [0.88, -1.43, -1.47], [1.50, -2.71, -2.50], [2.40, -1.25, -2.14], [4.09, -2.43, -0.50], [3.72, 3.81, 0.78], [3.67, 2.47, -0.04], [2.38, 1.71, 0.20], [3.72, 2.70, -1.23], [4.02, 3.69, 1.86], [2.77, 4.40, 0.87], [4.54, 4.47, 0.38], [4.48, 1.83, 0.15], [1.61, 2.47, 0.22], [2.29, 1.17, 1.18], [2.28, 1.00, -0.61], [3.75, 1.85, -1.73], [-1.11, 1.94, -0.48], [-1.74, 0.61, -0.40], [-2.22, -0.05, -1.71], [-1.04, -0.25, 0.17], [-0.91, 2.46, 0.50], [-1.71, 2.65, -0.96], [-0.25, 1.85, -1.07], [-2.55, 0.68, 0.32], [-2.87, -0.90, -1.44], [-1.39, -0.20, -2.36], [-2.81, 0.72, -2.19], [-1.12, -1.13, -0.35]],
  "spin_multiplicity": 1,
  "smiles": "NC(N)=O.CC(C)O.CC(C)O.CC(C)O.CC(C)O.CO.CO.CO"
}

--- two ---
{
  "formula": "C16H48N2O8",
  "method": "ωB97M-V with the def2-TZVPD basis set",
  "symbols": ["O", "H", "H", "O", "H", "H", "C", "O", "N", "N", "H", "H", "H", "H", "C", "C", "C", "O", "H", "H", "H", "H", "H", "H", "H", "H", "C", "C", "C", "O", "H", "H", "H", "H", "H", "H", "H", "H", "C", "C", "C", "O", "H", "H", "H", "H", "H", "H", "H", "H", "C", "C", "C", "O", "H", "H", "H", "H", "H", "H", "H", "H", "C", "C", "C", "O", "H", "H", "H", "H", "H", "H", "H", "H"],
  "xyz": [[-3.54, -0.92, 3.00], [-3.59, 0.01, 3.25], [-2.71, -0.99, 2.50], [1.87, 0.75, 4.79], [1.80, 1.71, 4.70], [2.55, 0.49, 4.15], [-0.17, -0.12, 0.78], [-1.33, -0.20, 1.18], [0.19, -0.28, -0.52], [0.89, 0.18, 1.61], [-0.48, -0.47, -1.24], [1.17, -0.39, -0.72], [0.71, 0.24, 2.60], [1.68, 0.61, 1.19], [-0.97, 1.98, -2.84], [-2.07, 2.76, -3.58], [-1.52, 4.10, -4.05], [-2.52, 2.05, -4.74], [0.00, 2.21, -3.27], [-1.21, 0.92, -2.80], [-1.01, 2.30, -1.80], [-2.91, 2.91, -2.90], [-0.53, 3.89, -4.47], [-1.26, 4.74, -3.20], [-2.11, 4.68, -4.76], [-3.30, 2.49, -5.08], [0.02, -2.94, 3.31], [-0.68, -2.22, 4.44], [-1.41, -3.18, 5.40], [0.28, -1.54, 5.29], [0.88, -2.39, 2.94], [-0.70, -3.07, 2.49], [0.33, -3.94, 3.61], [-1.35, -1.45, 4.06], [-2.41, -3.44, 5.06], [-1.41, -2.78, 6.42], [-0.87, -4.13, 5.47], [0.59, -0.76, 4.81], [-3.59, -1.68, -0.45], [-4.23, -2.55, -1.52], [-5.51, -1.99, -2.13], [-3.22, -2.77, -2.50], [-3.32, -0.76, -0.99], [-2.63, -2.03, -0.07], [-4.23, -1.22, 0.30], [-4.51, -3.52, -1.08], [-5.26, -1.05, -2.64], [-6.23, -1.79, -1.34], [-5.97, -2.64, -2.88], [-3.13, -3.68, -2.76], [3.95, -0.83, -0.35], [3.82, -1.27, -1.80], [4.16, -2.75, -1.97], [2.49, -1.04, -2.30], [4.98, -0.79, -0.01], [3.40, -1.46, 0.35], [3.59, 0.20, -0.23], [4.44, -0.62, -2.42], [5.21, -2.86, -1.66], [4.18, -2.99, -3.03], [3.59, -3.42, -1.33], [2.52, -1.05, -3.26], [2.13, 3.34, 1.08], [3.10, 3.67, -0.08], [3.01, 2.66, -1.22], [2.89, 4.97, -0.59], [1.26, 2.79, 0.71], [1.73, 4.25, 1.53], [2.56, 2.67, 1.83], [4.09, 3.61, 0.39], [2.67, 3.20, -2.11], [2.33, 1.81, -1.12], [3.97, 2.27, -1.57], [2.84, 5.57, 0.15]],
  "spin_multiplicity": 1,
  "smiles": "NC(N)=O.CC(C)O.CC(C)O.CC(C)O.CC(C)O.CC(C)O.O.O"
}

Computed relative energies in units of hartree: one 0.2715; two 0.0000

--- one ---
{
  "formula": "C4H12NPS",
  "method": "ωB97M-V with the def2-TZVPD basis set",
  "symbols": ["C", "C", "C", "C", "N", "P", "S", "H", "H", "H", "H", "H", "H", "H", "H", "H", "H", "H", "H"],
  "xyz": [[1.21, 1.41, 1.22], [-1.12, -1.80, -1.07], [-2.04, -0.17, 0.39], [1.80, 0.05, 0.87], [-0.73, -0.81, -0.12], [2.30, -0.51, -0.86], [0.20, -1.08, 1.26], [0.32, 1.64, 0.77], [1.91, 2.21, 0.89], [0.94, 1.54, 2.23], [-0.19, -2.40, -1.08], [-1.95, -2.46, -0.70], [-1.22, -1.21, -1.91], [-2.00, 0.29, 1.35], [-2.34, 0.80, -0.28], [-2.95, -0.80, 0.43], [2.49, -0.39, 1.48], [1.19, -0.06, -1.45], [2.97, 0.58, -1.20]],
  "spin_multiplicity": 1,
  "smiles": "C[C@H](P)SN(C)C"
}

--- two ---
{
  "formula": "C4H12NPS",
  "method": "ωB97M-V with the def2-TZVPD basis set",
  "symbols": ["C", "C", "C", "C", "N", "P", "S", "H", "H", "H", "H", "H", "H", "H", "H", "H", "H", "H", "H"],
  "xyz": [[0.08, 0.12, 1.88], [0.14, -1.95, 0.64], [0.44, 0.02, -2.16], [-0.79, 1.94, -0.16], [0.28, -0.48, 0.57], [-0.71, 0.21, -0.68], [-2.52, -0.60, -0.99], [0.35, 1.19, 2.02], [-0.93, -0.01, 2.19], [0.80, -0.36, 2.52], [0.79, -2.20, 1.48], [-0.90, -2.30, 0.99], [0.42, -2.31, -0.30], [0.64, -1.08, -2.41], [-0.12, 0.38, -2.94], [1.34, 0.64, -2.02], [-1.29, 1.81, 0.74], [0.25, 2.39, -0.25], [-1.37, 2.62, -0.82]],
  "spin_multiplicity": 1,
  "smiles": "CN(C)P(C)(C)=S"
}

Computed relative energies in units of hartree: one 0.1241; two 0.0000

--- one ---
{
  "formula": "CH4ClN2O",
  "method": "ωB97M-V with the def2-TZVPD basis set",
  "symbols": ["C", "N", "N", "O", "Cl", "H", "H", "H", "H"],
  "xyz": [[-0.02, -0.63, -0.05], [1.11, -1.21, 0.01], [-0.09, 1.18, 0.04], [-1.38, 1.53, -0.01], [-1.43, -1.46, -0.02], [2.01, -0.75, 0.29], [1.08, -2.31, -0.18], [0.37, 1.50, -0.86], [-1.64, 2.15, 0.80]],
  "spin_multiplicity": 1,
  "smiles": "N/C(Cl)=[NH+]/O",
  "total_charge": 1
}

--- two ---
{
  "formula": "CH4ClN2O",
  "method": "ωB97M-V with the def2-TZVPD basis set",
  "symbols": ["C", "N", "N", "O", "Cl", "H", "H", "H", "H"],
  "xyz": [[1.24, -2.08, -0.78], [-0.53, 1.07, 0.06], [0.64, -1.21, -0.31], [-0.54, 1.05, 1.43], [2.08, -3.25, -1.51], [0.20, 1.66, -0.09], [-1.41, 1.35, -0.39], [-0.26, 0.01, -0.19], [-1.42, 1.39, 1.78]],
  "spin_multiplicity": 1,
  "total_charge": 1
}

Computed relative energies in units of hartree: one 0.0359; two 0.0000